(1)
Entry from OMol25: a 9-piece molecular cluster, C5H28O9 overall in a non-equilibrium geometry (ωB97M-V/def2-TZVPD).

Each line ends with the Löwdin charge.
Element x y z (Å)
C -2.311 0.411 -4.141  -0.18
O -3.236 -0.570 -3.744  -0.11
H -2.562 1.469 -4.212  0.07
H -1.414 0.397 -3.522  0.06
H -2.109 0.110 -5.169  0.08
H -3.390 -0.574 -2.796  0.02
C -1.782 0.522 2.383  -0.16
O -2.587 -0.579 2.760  -0.11
H -2.154 1.387 2.932  0.08
H -0.809 0.195 2.749  0.07
H -1.809 0.821 1.335  0.06
H -3.287 -0.597 2.103  0.06
C 0.119 -2.288 2.795  -0.13
O 1.284 -2.077 1.941  -0.12
H 0.088 -1.505 3.553  0.06
H -0.800 -2.301 2.209  0.07
H 0.162 -3.193 3.402  0.08
H 0.895 -1.714 1.141  0.00
C 0.502 0.037 -0.371  -0.13
O -0.116 -1.220 -0.383  -0.14
H 1.572 -0.159 -0.316  0.06
H 0.204 0.543 -1.290  0.09
H 0.237 0.686 0.464  0.05
H -1.045 -1.237 -0.624  0.06
C 3.842 0.721 -1.349  -0.19
O 4.294 1.593 -0.342  -0.11
H 4.698 0.576 -2.007  0.08
H 3.536 -0.251 -0.962  0.07
H 3.045 1.160 -1.949  0.07
H 3.602 1.503 0.318  0.01
O 0.375 3.537 1.041  -0.03
H -0.395 3.876 1.497  0.06
H 1.029 4.230 1.127  0.06
O 1.011 -3.654 -1.684  -0.05
H 1.732 -3.301 -2.205  0.03
H 0.923 -3.045 -0.951  -0.01
O -2.987 -0.495 -0.821  -0.01
H -3.500 -0.978 -0.173  0.06
H -3.101 0.425 -0.580  0.06
O 2.373 1.720 1.720  -0.04
H 2.182 1.464 2.622  0.06
H 1.689 2.352 1.499  -0.01

LUMO level in eV: -0.5
Frontier orbital gap in eV: 9.4
Structure (SMILES): CO.CO.CO.CO.CO.O.O.O.O
HOMO in eV: -9.83
ΔE to the lowest compared entry with this formula, charge and spin in kJ/mol: 291.8

***

(2)
Entry from OMol25: a 2-piece molecular cluster, C11H14N2 overall in a non-equilibrium geometry (ωB97M-V/def2-TZVPD).

Each line ends with the Löwdin charge.
Element x y z (Å)
C -1.748 1.266 -1.648  -0.04
C -1.673 0.148 1.984  -0.09
C -1.610 0.960 0.854  -0.06
C -1.906 -1.208 1.894  -0.09
C -1.948 0.430 -0.379  -0.30
C -2.383 -1.692 0.659  -0.10
C -2.448 -0.870 -0.452  -0.07
H -1.403 0.624 2.918  0.11
H -1.266 1.983 0.915  0.12
H -1.935 -1.899 2.723  0.11
H -2.955 -2.613 0.611  0.11
H -2.590 1.937 -1.795  0.09
H -1.660 0.552 -2.457  0.07
H -2.848 -1.305 -1.362  0.12
H -0.818 1.815 -1.508  0.07
C 3.798 1.170 -0.906  0.02
C 1.588 -0.263 -0.876  0.07
C 2.859 0.182 -0.344  -0.21
C 1.919 -1.062 1.100  -0.02
N 1.069 -1.086 -0.001  0.16
N 2.946 -0.268 0.920  0.17
H 1.046 0.133 -1.717  0.15
H 0.137 -1.498 -0.058  0.15
H 3.253 2.082 -1.088  0.10
H 4.263 0.750 -1.776  0.10
H 1.738 -1.669 1.972  0.15
H 4.575 1.400 -0.181  0.10

Multiplicity: 2
Expectation value of S²: 0.762
LUMO level (spin up / spin down) in eV: -3.5 / -7.4
Frontier orbital gap (spin up / spin down) in eV: 9.1 / 5.3
HOMO (spin up / spin down) in eV: -12.63 / -12.63
Net charge: +1
ΔE to the lowest compared entry with this formula, charge and spin in kJ/mol: 0.0

***

(3)
Entry from OMol25: an isolated ion of composition C3HNO4 and charge -2 in a non-equilibrium geometry (ωB97M-V/def2-TZVPD).

Each line ends with the Löwdin charge.
Element x y z (Å)
C -0.426 -0.780 0.811  -0.60
C 0.548 -1.161 -0.151  -0.29
C -0.059 1.384 -0.731  -0.77
N -0.536 -0.019 -0.509  0.11
O 0.739 1.568 -1.695  -0.14
O -1.493 -1.422 1.247  -0.30
O 1.558 -1.527 -0.670  0.04
O -0.422 2.249 0.115  -0.14
H 0.091 -0.293 1.583  0.10

LUMO level in eV: 6.9
Frontier orbital gap in eV: 6.3
Structure (SMILES): O=C([O-])N1C(=O)[C@@H]1[O-]
HOMO in eV: 0.59
Net charge: -2

***

(4)
Entry from OMol25: a 2-piece molecular cluster, C5H12O2 overall in a non-equilibrium geometry (ωB97M-V/def2-TZVPD).

Each line ends with the Löwdin charge.
Element x y z (Å)
O 1.270 1.233 2.145  0.05
C 0.543 0.635 1.395  -0.26
C 1.000 -0.379 0.370  -0.15
C -0.056 -1.444 0.053  -0.20
C -1.480 -0.866 -0.239  -0.27
C -2.520 -1.283 0.794  -0.12
H -0.554 0.772 1.476  0.11
H 1.990 -0.695 0.710  0.12
H 1.176 0.122 -0.565  0.11
H -0.190 -2.213 0.816  0.11
H 0.272 -1.954 -0.851  0.10
H -1.799 -1.248 -1.210  0.10
H -1.428 0.216 -0.384  0.10
H -2.359 -0.854 1.780  0.07
H -2.572 -2.375 0.830  0.07
H -3.506 -1.009 0.395  0.07
H 1.839 2.659 -3.067  0.04
H 2.140 1.306 -3.629  0.03
O 1.407 1.933 -3.545  -0.07

LUMO level in eV: 0.7
Frontier orbital gap in eV: 10.3
Structure (SMILES): CCCCC=O.O
HOMO in eV: -9.64
ΔE to the lowest compared entry with this formula, charge and spin in kJ/mol: 116.6

***

(5)
Entry from OMol25: C30H29N6O5SV as an isolated structure (ωB97M-V/def2-TZVPD).

Each line ends with the Löwdin charge.
Element x y z (Å)
V 0.128 1.142 -0.263  1.09
C -0.199 0.069 -3.292  -0.01
O -0.486 -0.099 -1.891  -0.21
C -1.365 -1.097 -1.508  -0.21
C -1.759 -2.130 -2.334  0.00
C -2.619 -3.096 -1.824  -0.06
C -3.064 -3.023 -0.514  -0.06
C -2.666 -1.978 0.305  0.00
C -1.824 -0.998 -0.196  -0.16
N -1.361 0.120 0.557  -0.04
N -1.968 0.307 1.664  0.14
C -1.558 1.191 2.569  -0.13
C -0.327 1.904 2.477  -0.26
O 0.431 1.853 1.437  -0.09
C 0.116 2.680 3.584  0.03
C -0.649 2.773 4.698  0.03
C -1.911 2.110 4.827  -0.16
C -2.680 2.246 5.996  -0.02
C -3.890 1.607 6.108  -0.06
C -4.357 0.821 5.048  -0.06
C -3.620 0.677 3.895  -0.02
C -2.379 1.316 3.767  -0.09
H -1.133 0.205 -3.835  0.11
H 0.349 -0.795 -3.664  0.09
H 0.427 0.952 -3.362  0.09
H -1.407 -2.194 -3.354  0.12
H -2.934 -3.912 -2.460  0.11
H -3.723 -3.786 -0.123  0.11
H -2.998 -1.908 1.331  0.11
H 1.068 3.183 3.495  0.13
H -0.303 3.373 5.531  0.13
H -2.305 2.862 6.803  0.12
H -4.482 1.713 7.006  0.11
H -5.314 0.324 5.134  0.11
H -3.995 0.078 3.077  0.11
N 3.724 -3.585 -5.119  0.12
C 3.491 -2.727 -4.077  -0.31
C 4.289 -1.586 -3.901  -0.01
C 4.036 -0.709 -2.871  -0.04
C 2.966 -0.942 -2.009  -0.30
C 2.174 -2.072 -2.161  -0.08
C 2.433 -2.957 -3.186  -0.02
S 2.667 0.212 -0.742  0.69
O 3.889 0.577 -0.112  -0.22
O 1.892 1.364 -1.325  -0.36
N 1.475 -0.314 0.180  -0.19
C 1.675 -1.227 1.217  -0.43
N 2.734 -2.023 1.124  0.15
C 2.908 -2.876 2.129  -0.09
C 2.030 -2.952 3.197  -0.04
C 0.952 -2.085 3.168  -0.10
N 0.761 -1.210 2.183  0.15
H 4.608 -3.529 -5.593  0.10
H 3.317 -4.503 -5.083  0.10
H 5.117 -1.404 -4.574  0.12
H 4.672 0.155 -2.724  0.13
H 1.365 -2.270 -1.469  0.11
H 1.825 -3.847 -3.296  0.12
H 3.776 -3.522 2.065  0.12
H 2.178 -3.650 4.006  0.11
H 0.210 -2.084 3.959  0.12
C -1.747 3.467 -2.814  -0.03
C -0.684 3.725 -1.766  -0.43
C 0.657 4.127 -2.343  -0.03
O -0.530 2.541 -0.969  -0.23
H -1.961 4.392 -3.350  0.09
H -2.671 3.115 -2.355  0.09
H -1.404 2.727 -3.538  0.07
H -1.034 4.488 -1.066  0.15
H 1.032 3.364 -3.026  0.08
H 1.396 4.270 -1.556  0.09
H 0.546 5.062 -2.892  0.10

Multiplicity: 2
Expectation value of S²: 0.762
LUMO level (spin up / spin down) in eV: -4.2 / -4.0
Frontier orbital gap (spin up / spin down) in eV: 6.4 / 6.6
HOMO (spin up / spin down) in eV: -10.61 / -10.64
Net charge: +1
ΔE to the lowest compared entry with this formula, charge and spin in kJ/mol: 0.0

***

(6)
Entry from OMol25: a 2-piece molecular cluster, C3H9N2O2 overall in a non-equilibrium geometry (ωB97M-V/def2-TZVPD).

Each line ends with the Löwdin charge.
Element x y z (Å)
C -2.992 -0.299 -0.267  -0.34
C 3.368 0.510 0.425  -0.02
C 1.156 -0.280 -0.082  -0.20
N -4.006 0.405 0.138  0.20
N 2.412 -0.190 -0.378  0.05
O -1.833 -0.147 0.046  0.04
O 0.357 -1.037 -0.715  0.12
H 3.844 -0.289 0.976  0.10
H 4.196 0.994 -0.031  0.09
H 2.877 1.137 1.175  0.11
H 0.906 0.498 0.609  0.16
H -4.969 0.365 -0.152  0.14
H -3.951 1.230 0.643  0.11
H 2.600 -0.949 -1.032  0.19
H -0.678 -0.802 -0.432  0.10
H -3.287 -1.145 -0.923  0.16

LUMO level in eV: -2.9
Frontier orbital gap in eV: 12.1
HOMO in eV: -15.04
Net charge: +1
ΔE to the lowest compared entry with this formula, charge and spin in kJ/mol: 93.2